Density functional theory data (ωB97M-V/def2-TZVPD) for a cluster of 17 separate species, C44H131N9O17 in total in a non-equilibrium geometry.

Structure (XYZ):
```
201
Properties=species:S:1:pos:R:3:forces:R:3
C 14.241805 -22.081051 -23.657401 1.23 0.81 -0.51
C 14.373320 -20.967527 -24.704683 -0.78 -0.85 -0.94
C 13.383966 -21.266636 -25.846439 -0.04 -0.13 0.48
O 13.727706 -22.497216 -26.452722 0.14 0.38 -0.24
C 12.928337 -22.772474 -27.573412 -0.38 -0.97 -0.24
N 14.186234 -19.632907 -24.159060 0.09 0.03 -0.15
H 14.490608 -23.010547 -24.164892 -0.37 -0.21 0.17
H 13.251542 -22.086802 -23.206912 0.00 -0.11 0.07
H 15.029152 -21.897561 -22.924503 -0.30 -0.12 0.34
H 15.329657 -21.033343 -25.231255 0.32 0.12 0.57
H 13.391601 -20.441872 -26.569666 -0.01 -0.03 -0.14
H 12.378216 -21.354021 -25.409932 -0.18 0.15 -0.14
H 13.150882 -23.777798 -27.937744 0.31 -0.04 0.25
H 13.091677 -22.130423 -28.442865 0.05 0.46 0.27
H 11.866321 -22.820599 -27.310007 -0.08 0.38 -0.05
H 13.197914 -19.468124 -23.987636 0.05 0.00 0.11
H 14.466034 -18.965754 -24.871079 -0.04 0.14 0.16
C 12.414243 -23.624928 -35.255262 0.47 -0.39 -0.27
C 13.420964 -23.990069 -34.144668 -0.54 0.40 -0.43
C 12.731825 -24.652220 -32.941881 0.10 0.68 -0.48
O 13.673563 -24.844963 -31.898240 -0.23 -0.45 -0.25
C 13.082045 -25.165467 -30.644985 0.74 -0.24 -0.04
N 14.472926 -24.854170 -34.703184 -0.25 -0.61 0.60
H 11.536115 -23.030983 -35.001215 0.16 0.00 0.46
H 12.064407 -24.553638 -35.715055 -0.10 -0.05 0.08
H 12.952352 -23.102201 -36.050810 0.04 0.08 0.04
H 13.964014 -23.090735 -33.839834 -0.40 0.09 0.43
H 12.329680 -25.608842 -33.301027 -0.09 -0.13 0.23
H 11.913699 -24.029365 -32.564386 -0.08 0.04 -0.12
H 12.351491 -25.975253 -30.697484 -0.21 0.20 -0.19
H 12.676212 -24.266361 -30.177092 -0.24 -0.10 0.01
H 13.918032 -25.543935 -30.052053 -0.11 0.14 0.26
H 14.641267 -25.509672 -33.940232 0.77 -0.06 -0.28
H 14.131976 -25.461748 -35.450545 -0.36 0.38 0.18
C 17.826642 -30.453127 -28.433343 -0.12 -0.05 -0.21
C 17.622634 -30.528797 -29.952061 0.73 1.38 0.61
C 17.874962 -29.146929 -30.603435 -1.30 -1.30 0.12
O 16.953563 -28.226421 -30.040815 0.47 0.45 -0.90
C 17.095171 -26.966555 -30.686766 -0.09 0.95 0.87
N 18.529597 -31.499522 -30.526990 -0.28 -0.74 -0.48
H 16.993804 -29.962559 -27.931422 0.00 0.10 -0.11
H 18.726845 -29.875908 -28.210599 0.07 -0.10 0.07
H 17.923914 -31.457327 -28.021905 0.06 0.00 -0.02
H 16.577607 -30.769476 -30.152774 0.10 -0.40 -0.16
H 17.668322 -29.302496 -31.670235 0.08 0.37 -0.16
H 18.929840 -28.864913 -30.517726 -0.02 0.31 0.32
H 16.586205 -26.194225 -30.103991 -0.06 -0.24 0.30
H 16.670100 -26.847388 -31.687453 0.16 -0.74 -0.22
H 18.149774 -26.682568 -30.680850 0.06 0.03 -0.32
H 18.307266 -31.643943 -31.506144 0.06 -0.07 0.03
H 19.498730 -31.206101 -30.497021 -0.04 0.15 0.21
C 12.800017 -15.699380 -35.876022 -1.27 -0.05 -1.02
C 13.343022 -16.667417 -34.850096 0.89 0.72 0.31
C 13.265903 -18.094052 -35.345804 -0.61 -0.28 0.24
O 13.709337 -18.986206 -34.337725 -0.57 -0.01 0.26
C 13.454348 -20.322025 -34.726950 0.28 0.18 -0.13
N 14.726698 -16.304216 -34.521982 0.42 -0.10 0.09
H 11.727394 -15.826096 -36.077690 -0.01 -0.42 0.36
H 13.213549 -15.892707 -36.871838 0.47 0.23 0.15
H 12.853672 -14.639094 -35.636340 0.67 -0.11 0.26
H 12.847670 -16.505826 -33.887477 -0.50 -0.46 -0.23
H 13.880385 -18.223405 -36.248088 0.09 0.15 -0.04
H 12.236164 -18.347328 -35.633904 -0.07 0.03 0.03
H 13.667481 -21.012708 -33.913778 0.46 0.27 0.08
H 14.093580 -20.504805 -35.597157 -0.19 -0.61 -0.04
H 12.401576 -20.510466 -34.970053 -0.05 0.29 -0.23
H 15.013784 -16.873890 -33.730594 0.03 0.06 -0.01
H 15.351417 -16.583731 -35.275607 -0.08 0.13 -0.06
C 12.628865 -21.006174 -30.936868 0.48 -0.22 0.11
C 12.145807 -19.769230 -30.206201 0.09 -0.05 -0.66
C 12.903696 -18.543966 -30.737110 -0.21 -0.04 -0.66
O 14.303945 -18.677091 -30.613586 -0.06 0.34 0.54
C 14.770312 -18.571677 -29.278074 0.36 -0.16 -0.37
N 10.696081 -19.697278 -30.519995 0.95 0.60 0.55
H 12.371085 -20.868213 -31.988544 0.04 -0.18 -0.05
H 12.143018 -21.908525 -30.553973 -0.15 0.03 -0.06
H 13.703480 -21.177487 -30.850255 0.01 0.13 -0.03
H 12.355555 -19.839019 -29.132094 -0.17 -0.15 0.08
H 12.559813 -17.598671 -30.296687 -0.02 -0.09 0.34
H 12.737493 -18.436778 -31.812740 -0.15 -0.22 0.00
H 15.838812 -18.371492 -29.342041 0.03 -0.08 0.03
H 14.626544 -19.510445 -28.737430 -0.04 0.00 0.15
H 14.318564 -17.743902 -28.724124 -0.25 0.02 -0.08
H 10.319394 -18.940501 -29.955689 -0.44 -0.22 -0.06
H 10.323420 -20.581801 -30.192560 -0.44 0.21 0.08
C 10.595236 -20.559048 -37.621113 0.07 0.19 0.50
C 9.272567 -19.801776 -37.418865 0.46 -0.65 -1.86
C 9.115117 -18.650600 -38.426024 1.00 0.53 1.34
O 10.148383 -17.682450 -38.207467 -0.41 -0.41 -0.28
C 10.097507 -16.642468 -39.146034 0.73 0.52 -0.35
N 8.227154 -20.790083 -37.711686 -0.92 0.37 0.47
H 11.405064 -20.032674 -37.117052 0.15 -0.11 -0.17
H 10.874922 -20.731640 -38.662809 -0.19 0.39 -0.14
H 10.487394 -21.561096 -37.202135 0.04 0.09 0.32
H 9.223854 -19.409307 -36.404198 -0.30 -0.20 0.10
H 8.178405 -18.120971 -38.227281 -0.37 -0.31 -0.44
H 9.202270 -19.074206 -39.429848 -0.27 0.17 -0.18
H 9.235279 -15.968045 -39.090082 -0.23 -0.25 0.41
H 10.142653 -16.988106 -40.185869 0.00 -0.29 0.06
H 10.993703 -16.043671 -38.976020 -0.07 0.08 -0.02
H 7.322341 -20.322836 -37.750990 -0.01 -0.14 0.23
H 8.335874 -21.164596 -38.649048 0.36 -0.02 0.04
C 6.643519 -28.332265 -31.735589 -0.08 0.20 -0.41
C 7.035377 -28.626333 -33.196721 1.09 0.29 1.40
C 8.508160 -28.228958 -33.429953 -0.73 0.10 0.71
O 9.351103 -28.704300 -32.383701 0.39 -0.76 -0.23
C 10.584838 -28.018577 -32.381484 -0.16 0.66 0.36
N 6.811807 -30.036141 -33.478201 -0.19 0.07 -0.77
H 6.694035 -27.261330 -31.528657 0.06 -0.11 0.28
H 7.289016 -28.898260 -31.064188 0.13 0.23 0.04
H 5.627185 -28.684255 -31.545896 -0.11 0.18 -0.11
H 6.516436 -27.916454 -33.844584 -0.48 -0.61 -0.32
H 8.539031 -27.136568 -33.398278 0.07 0.10 -0.34
H 8.819760 -28.609818 -34.405589 0.24 0.06 -0.04
H 10.891023 -27.764397 -33.398994 0.11 0.15 0.01
H 11.418666 -28.525512 -31.894437 -0.40 -0.79 -0.09
H 10.467877 -27.121115 -31.761511 0.02 0.39 -0.44
H 5.865845 -30.263442 -33.195938 0.00 -0.17 -0.10
H 7.426302 -30.598423 -32.900701 0.07 0.07 0.03
C 8.530110 -25.199965 -30.012591 -1.04 0.11 0.21
C 8.486835 -25.088660 -28.485839 0.55 0.36 -0.84
C 7.963190 -26.372879 -27.833948 0.01 0.02 0.43
O 6.926886 -26.990084 -28.572207 0.51 0.09 -0.48
C 6.545554 -28.246541 -28.055261 -0.56 0.61 0.40
N 9.850407 -24.696444 -28.108727 0.25 -0.68 0.32
H 9.173883 -26.002409 -30.375314 0.01 -0.11 0.20
H 8.865255 -24.265727 -30.458675 0.03 0.05 0.13
H 7.503918 -25.398635 -30.326486 0.17 -0.06 -0.39
H 7.841518 -24.253253 -28.205640 -0.23 -0.10 -0.13
H 7.600631 -26.080031 -26.839546 -0.04 -0.27 0.18
H 8.769533 -27.101669 -27.695337 0.23 0.10 -0.03
H 5.940958 -28.037911 -27.164622 -0.07 -0.47 0.09
H 7.370985 -28.906033 -27.769078 0.25 0.19 -0.14
H 5.938784 -28.742862 -28.809280 -0.03 0.02 0.02
H 10.432928 -25.452081 -28.474777 0.19 0.32 0.15
H 10.023085 -24.710593 -27.105251 -0.31 0.08 0.01
C 13.369941 -25.639507 -43.260310 -1.40 0.91 0.33
C 13.987478 -24.510963 -42.383022 0.35 -1.92 -1.12
C 13.865430 -24.924708 -40.918747 0.55 -0.39 -0.40
O 12.519287 -25.107788 -40.558248 0.10 0.19 0.16
C 12.418853 -25.442558 -39.190777 -0.02 0.76 0.34
N 15.415841 -24.484558 -42.732201 0.88 0.10 1.18
H 12.275867 -25.590298 -43.205734 0.06 -0.11 -0.09
H 13.639644 -26.641640 -42.927090 0.33 0.10 0.11
H 13.647092 -25.512144 -44.305309 0.08 0.02 -0.03
H 13.514722 -23.545638 -42.555193 0.03 0.02 -0.11
H 14.425530 -24.259943 -40.251525 -0.34 0.36 0.03
H 14.381006 -25.895505 -40.834448 0.05 -0.08 0.04
H 12.801591 -24.622203 -38.568980 0.14 0.04 -0.02
H 13.002772 -26.326103 -38.917374 -0.20 -0.22 -0.15
H 11.364590 -25.519937 -38.930813 0.01 -0.40 -0.16
H 15.824044 -25.325280 -42.325287 0.09 0.23 0.24
H 15.655768 -24.617746 -43.705066 -0.71 0.40 -0.31
C 12.299723 -27.991088 -36.339804 -1.33 -0.68 0.78
O 13.419473 -27.154670 -36.223521 -0.07 -0.08 -0.34
H 12.191093 -28.473508 -37.313083 0.30 -0.01 -0.01
H 12.239108 -28.736450 -35.535782 0.65 -0.34 -0.27
H 11.337046 -27.508022 -36.120782 0.33 0.82 -0.42
H 14.062682 -27.621940 -35.677783 -0.11 0.18 0.20
C 18.323946 -26.240906 -34.331181 0.42 0.23 -0.50
O 18.664336 -27.445193 -33.663208 -0.20 -0.24 0.02
H 17.276098 -26.276460 -34.625294 -0.07 0.03 0.36
H 18.538313 -25.364509 -33.716843 -0.29 0.03 0.06
H 18.886352 -26.117591 -35.264289 0.06 -0.09 0.04
H 19.592246 -27.411703 -33.418405 0.02 0.03 -0.03
C 12.385529 -27.852314 -28.280129 -1.06 0.15 -0.29
O 11.238934 -27.237795 -28.906156 0.37 -0.10 -0.33
H 11.980841 -28.357012 -27.400312 0.72 -0.15 0.15
H 12.871434 -28.542589 -28.972684 0.08 -0.07 0.18
H 13.071666 -27.047094 -28.030327 -0.01 -0.10 0.18
H 10.656140 -27.935193 -29.224374 -0.01 0.02 0.01
C 9.362664 -22.372332 -32.590065 0.08 -0.59 0.48
O 9.516567 -22.033136 -33.945613 0.31 -0.01 -0.39
H 8.435171 -21.951342 -32.193939 0.16 0.05 0.27
H 9.319345 -23.459955 -32.488403 -0.33 -0.01 -0.43
H 10.234338 -22.127421 -31.976315 -0.14 0.53 -0.04
H 9.812871 -21.119466 -34.005052 -0.08 0.01 0.06
C 16.242944 -24.258885 -37.335203 0.24 0.27 -0.68
O 16.167600 -23.309553 -36.304420 -0.40 -0.09 0.35
H 17.089752 -23.976460 -37.964761 0.05 -0.08 0.04
H 16.399403 -25.297142 -37.022976 -0.03 0.05 0.33
H 15.370448 -24.242825 -37.999609 -0.17 -0.02 0.13
H 15.496811 -23.636703 -35.657684 0.60 -0.16 -0.21
C 9.206971 -25.208010 -36.766735 0.34 -0.14 -0.02
O 8.246203 -26.148212 -36.319660 -0.42 0.17 0.24
H 9.190707 -25.075948 -37.852727 0.00 -0.09 -0.02
H 9.007029 -24.236038 -36.318358 -0.20 -0.11 0.14
H 10.204704 -25.522668 -36.447720 0.09 0.14 -0.15
H 8.470990 -27.031728 -36.619275 0.13 0.06 -0.15
C 14.193146 -28.429165 -32.471110 0.73 -0.72 -0.17
O 14.676858 -27.912336 -33.708590 -0.19 0.43 -0.44
H 13.752893 -27.642727 -31.861568 0.04 0.16 -0.23
H 13.469629 -29.225928 -32.661001 -0.08 0.07 0.15
H 15.061999 -28.847634 -31.957016 -0.30 -0.01 0.46
H 15.383027 -28.482139 -34.026955 0.11 -0.01 0.23
C 16.800886 -23.252142 -32.015326 -1.28 -0.58 0.17
O 15.848636 -23.398646 -30.952717 0.40 0.45 0.40
H 17.108220 -24.273175 -32.246772 0.57 0.23 -0.50
H 16.300131 -22.788707 -32.870018 0.23 -0.12 -0.24
H 17.631719 -22.612369 -31.733653 0.00 -0.14 0.36
H 15.162133 -24.013093 -31.256263 0.16 0.35 -0.24
```
Positions in Å, forces in eV/Å.

Computed properties:
Total energy = -95962.2166 eV
LUMO = 0.2 eV

***

Density functional theory data (ωB97M-V/def2-TZVPD) for a structure of composition C33H49CrN10O2P in a non-equilibrium geometry.

Structure (XYZ):
```
96
Properties=species:S:1:pos:R:3:forces:R:3
Cr 1.139575 -0.933559 0.664076 -1.08 -0.55 0.41
C 2.797575 -1.540559 3.086676 -0.18 -0.10 0.52
N 3.073275 -1.237759 1.677776 -0.24 0.20 -0.07
C 3.920475 -2.332359 1.147276 0.21 -0.41 -0.58
C 3.691275 -2.664659 -0.327424 -0.19 -0.13 0.12
C 2.377075 -3.419159 -0.548824 0.69 -0.17 -0.62
N 1.308975 -2.896659 0.275376 -0.38 -0.10 0.28
C 0.402275 -3.743759 0.642176 0.09 -0.02 0.13
C -0.678625 -3.523059 1.533776 -0.38 0.55 0.40
C -1.597025 -4.568159 1.756476 -0.02 0.06 0.01
C -2.629725 -4.436559 2.647676 -0.04 -0.22 -0.12
C -2.775525 -3.241959 3.358676 0.17 -0.01 -0.14
C -1.881325 -2.214759 3.194076 0.27 0.28 -0.10
C -0.804125 -2.309659 2.282076 -0.81 -1.35 -0.02
O 0.053875 -1.359859 2.174676 0.87 0.92 0.05
C 3.788075 0.047441 1.622776 0.42 0.57 -0.25
C 4.226675 0.492241 0.228776 -0.28 -0.08 -0.03
C 3.088275 0.853741 -0.732924 0.60 0.50 0.16
N 2.073275 -0.165459 -0.912624 0.11 0.16 -1.14
C 1.734675 -0.430859 -2.135424 -0.14 -0.09 0.32
C 0.661075 -1.289559 -2.524624 -0.53 -0.20 0.27
C 0.624875 -1.802559 -3.830424 -0.10 -0.05 0.09
C -0.403625 -2.613259 -4.248924 0.30 0.07 -0.20
C -1.443325 -2.908959 -3.368424 0.04 0.16 0.10
C -1.466525 -2.381259 -2.097824 0.05 0.03 0.21
C -0.423225 -1.553559 -1.627024 0.36 -0.25 -0.99
O -0.482625 -1.005959 -0.458524 0.50 0.03 1.42
H 3.725475 -1.658559 3.656876 0.05 0.04 -0.11
H 2.223475 -2.462659 3.155376 -0.01 0.04 -0.01
H 2.208975 -0.744759 3.533376 0.00 0.02 0.00
H 3.713975 -3.239759 1.723376 0.03 0.17 0.03
H 4.978575 -2.080359 1.298676 -0.17 0.02 0.15
H 4.512175 -3.299259 -0.667024 -0.01 0.05 -0.02
H 3.687475 -1.767659 -0.938124 0.23 -0.15 0.06
H 2.532075 -4.482459 -0.327824 -0.09 0.15 0.03
H 2.090175 -3.341259 -1.605124 0.05 -0.06 0.12
H 0.480875 -4.766759 0.266676 0.12 0.06 -0.02
H -1.474225 -5.488159 1.202176 0.00 -0.11 -0.05
H -3.321325 -5.248759 2.806376 -0.06 -0.06 -0.02
H -3.600625 -3.128359 4.045676 -0.04 0.02 0.10
H -1.986325 -1.299859 3.760576 0.03 0.07 0.02
H 4.687375 0.007141 2.255976 -0.18 -0.13 0.03
H 3.118875 0.802841 2.034276 0.04 0.00 0.10
H 4.887075 -0.249859 -0.217424 0.07 0.01 -0.01
H 4.824175 1.398541 0.352976 0.01 -0.05 0.02
H 3.527875 1.124141 -1.703324 -0.14 -0.02 0.16
H 2.581375 1.741541 -0.348224 0.12 -0.03 -0.09
H 2.309075 0.012141 -2.952124 0.05 0.05 0.11
H 1.428375 -1.544759 -4.502824 0.13 0.00 -0.17
H -0.411825 -2.999559 -5.255124 0.00 -0.06 -0.09
H -2.255825 -3.535359 -3.702724 -0.10 -0.11 0.01
H -2.281125 -2.604559 -1.423224 -0.06 0.04 0.08
C 0.848075 1.568441 3.362476 0.21 -0.23 0.28
N 0.711075 1.537741 1.885676 0.14 -0.43 -0.23
C 1.209775 2.839141 1.386076 0.17 0.21 -0.24
N 0.530975 3.974041 1.977976 0.10 0.16 -0.06
C 0.692375 3.925341 3.425776 0.09 0.09 0.07
N 0.153975 2.683741 3.969376 0.07 0.01 0.28
C -1.262025 2.601541 3.625976 -0.14 -0.03 0.10
N -1.453625 2.621741 2.180476 -0.27 0.01 -0.01
C -0.740825 1.501141 1.599176 -0.47 -0.11 -0.19
C -0.891725 3.865141 1.671176 -0.06 0.14 -0.21
H 1.909575 1.655341 3.627976 -0.09 -0.11 -0.08
H 0.439675 0.637841 3.763576 0.07 -0.01 -0.07
H 1.046375 2.881841 0.304976 0.06 -0.07 0.03
H 2.279075 2.933041 1.608576 -0.03 -0.11 -0.07
H 0.162475 4.771141 3.868776 0.07 -0.03 0.01
H 1.755975 4.000341 3.672376 -0.07 0.01 0.02
H -1.781925 3.454341 4.068576 -0.01 -0.09 0.01
H -1.673925 1.674741 4.033276 -0.02 0.05 0.00
H -0.867325 1.507741 0.512276 0.01 -0.03 0.14
H -1.141625 0.568041 1.998976 0.00 0.11 -0.07
H -1.418625 4.711241 2.118076 0.01 -0.04 -0.07
H -1.008025 3.899541 0.585576 -0.05 0.03 0.10
C -2.821625 2.920441 -4.286124 -0.05 0.01 -0.03
N -2.710025 1.473441 -4.365924 -0.21 -0.04 -0.66
C -3.855725 0.868841 -3.711924 0.01 0.03 -0.02
N -3.989125 1.298541 -2.332824 -0.70 -0.12 0.12
C -4.092825 2.746341 -2.296424 0.01 0.04 -0.02
N -2.952525 3.396241 -2.920824 -0.33 0.53 -0.13
C -1.744525 3.187941 -2.163224 0.48 -0.23 0.26
P -1.198925 1.383041 -1.986624 -0.73 0.85 -0.82
C -1.468525 0.988741 -3.822124 0.50 -0.07 0.42
C -2.929125 0.797841 -1.494424 0.59 -0.17 0.37
H -3.708825 3.232241 -4.845224 0.07 -0.03 0.01
H -1.938425 3.376041 -4.740224 -0.04 0.00 -0.03
H -3.755725 -0.219559 -3.745824 -0.04 0.03 -0.01
H -4.756725 1.168041 -4.254324 0.02 -0.07 0.02
H -4.174325 3.080441 -1.258324 -0.02 -0.02 -0.05
H -4.996425 3.043141 -2.836824 0.04 -0.02 0.06
H -1.904825 3.591741 -1.158124 0.09 0.03 -0.08
H -0.932525 3.754141 -2.632924 0.00 0.00 0.12
H -1.434225 -0.097659 -3.938424 0.07 0.06 -0.05
H -0.641425 1.419141 -4.395824 0.06 -0.09 0.02
H -3.117125 1.109641 -0.460524 0.03 -0.11 -0.02
H -2.938025 -0.295059 -1.528824 -0.01 0.08 0.13
```
Positions in Å, forces in eV/Å.

Computed properties:
Total energy = -91718.8558 eV
Total charge = +1
2S+1 = 4
LUMO (alpha / beta) = -2.9 / -3.1 eV

***

Which of these has the highest total energy? C33H49CrN10O2P